1.
Molecular formula: C16H36N2O5
Method: DFT, ωB97M-V with the def2-TZVPD basis set

Largest force on an atom, hartree/bohr: 0.0563
ΔE to the lowest compared entry with this formula, charge and spin, kcal/mol: 100.1
Gap between HOMO and LUMO, eV: 9.8898
Highest occupied orbital energy, eV: -9.19
Structure (SMILES): COCCOCOC[C@@H](C)C(C)C.CNC(C)=O.CNC(C)=O
Net charge: 0

Last column: Löwdin charge in e.
Cartesian coordinates (Å):
C1 4.7672 1.5262 1.1461  -0.1220
O1 5.9326 0.7460 0.7070  -0.2398
C2 5.7656 0.1896 -0.6437  -0.1931
C3 5.5198 -1.4546 -0.5959  -0.1512
O2 4.1871 -1.8194 -0.0298  -0.1695
C4 3.0960 -1.2319 -0.8254  -0.2212
O3 1.8158 -1.9543 -0.7491  -0.1644
C5 0.6773 -1.0110 -0.5893  -0.1783
C6 0.4492 -0.0104 -1.8688  -0.2926
C7 -0.2712 -0.9086 -3.0801  -0.1066
C8 -0.4724 1.3271 -1.4797  -0.3601
C9 -1.7413 0.9826 -0.4993  -0.1048
C10 -0.8733 2.0258 -2.9088  -0.1282
H1 4.1555 0.9400 1.9679  0.1064
H2 5.1960 2.5377 1.6114  0.1068
H3 4.0325 1.8518 0.2963  0.0881
H4 4.9940 0.7566 -1.3230  0.1225
H5 6.8214 0.3208 -1.1854  0.1356
H6 5.6745 -1.9680 -1.6601  0.1333
H7 6.3359 -1.9707 0.1055  0.1455
H8 3.4276 -1.2307 -1.9665  0.1502
H9 2.9126 -0.0996 -0.4955  0.1335
H10 0.7098 -0.4370 0.4561  0.1355
H11 -0.2958 -1.6979 -0.5271  0.1374
H12 1.4319 0.4175 -2.3437  0.1277
H13 0.2048 -1.9974 -2.9657  0.0895
H14 -1.4412 -0.9101 -3.0092  0.0777
H15 0.1212 -0.5227 -4.1374  0.0860
H16 0.2700 2.0659 -0.9107  0.1406
H17 -2.3562 1.9925 -0.3496  0.0904
H18 -2.5006 0.1986 -0.9238  0.0634
H19 -1.3819 0.6872 0.6000  0.0860
H20 0.1271 2.0584 -3.5578  0.0902
H21 -1.2273 3.1358 -2.6537  0.0882
H22 -1.7214 1.4648 -3.5039  0.0833
C11 -4.3754 -4.1965 -1.4414  -0.0810
N1 -4.1410 -2.9306 -0.7856  0.0015
C12 -5.0056 -1.8847 -0.6455  -0.5462
C13 -6.3814 -2.0310 -1.2332  -0.0154
O4 -4.6497 -0.8672 -0.0546  0.0124
H23 -4.2246 -4.9911 -0.7068  0.0841
H24 -3.6412 -4.3029 -2.2436  0.0839
H25 -5.3799 -4.2710 -1.8562  0.0746
H26 -3.2335 -2.7641 -0.3666  0.1385
H27 -6.9613 -1.1206 -1.0457  0.0873
H28 -6.3129 -2.1786 -2.3145  0.0856
H29 -6.9008 -2.8721 -0.7658  0.0853
C14 -0.7352 1.8789 5.6691  -0.0818
N2 0.1612 1.4984 4.6016  0.0001
C15 0.3928 2.1516 3.4266  -0.5485
C16 -0.3595 3.4287 3.1762  -0.0141
O5 1.1940 1.6925 2.6151  0.0043
H30 -0.1449 1.9959 6.5810  0.0833
H31 -1.4576 1.0711 5.8082  0.0842
H32 -1.2645 2.8071 5.4573  0.0751
H33 0.7007 0.6468 4.7042  0.1436
H34 -0.0748 3.8394 2.2012  0.0854
H35 -1.4354 3.2338 3.1666  0.0865
H36 -0.1125 4.1658 3.9453  0.0852

2.
Molecular formula: C16H37BIN4O7
Method: DFT, ωB97M-V with the def2-TZVPD basis set

Largest force on an atom, hartree/bohr: 0.1676
ΔE to the lowest compared entry with this formula, charge and spin, kcal/mol: 69.0
Gap between HOMO and LUMO, eV: 5.9738
Highest occupied orbital energy, eV: -10.39
Net charge: +1

Last column: Löwdin charge in e.
Cartesian coordinates (Å):
C1 5.8489 4.5224 3.4578  -0.1399
C2 5.5547 6.1659 3.3913  -0.1605
B1 4.6492 6.5629 2.0478  -0.3742
O1 5.1356 6.3142 0.6751  0.0603
N1 3.2614 7.1576 2.3222  0.1678
C3 2.2678 6.2539 2.6413  -0.1730
N2 2.7107 4.7882 2.6291  0.0929
C4 1.4010 4.1524 3.0621  -0.5728
I1 1.3599 1.9799 3.3162  0.9078
N3 0.3353 5.2254 3.2466  -0.0229
N4 0.8198 6.5059 2.9998  0.0723
H1 5.3858 4.0685 4.4596  0.0901
H2 7.0319 4.3927 3.4478  0.0935
H3 5.3807 3.9799 2.5040  0.0744
H4 6.5697 6.7485 3.3055  0.1167
H5 4.9900 6.4195 4.4082  0.1104
H6 4.5507 5.6141 0.2438  0.1300
H7 3.0222 8.1730 2.2862  0.1711
H8 -0.6511 5.0079 3.5393  0.1780
H9 0.3138 7.4316 3.0685  0.1994
C5 -4.4140 2.4005 0.0926  -0.1044
O2 -3.5917 1.3572 0.5905  -0.2026
C6 -2.9834 1.6943 1.8385  -0.2034
C7 -2.6424 0.4274 2.6253  -0.1844
O3 -3.7803 -0.1390 3.2887  -0.1337
C8 -4.7112 -0.8302 2.4441  -0.1637
C9 -4.1872 -2.1842 1.9559  -0.1884
O4 -3.3015 -2.0029 0.8488  -0.2122
C10 -2.4338 -3.1101 0.6681  -0.1003
H10 -3.8227 3.3055 -0.0793  0.0833
H11 -4.8486 2.0721 -0.8553  0.0940
H12 -5.2306 2.6065 0.7922  0.0892
H13 -3.6558 2.3251 2.4347  0.1257
H14 -2.0653 2.2476 1.6167  0.1034
H15 -1.9494 0.7039 3.4269  0.0959
H16 -2.1321 -0.3149 2.0091  0.1198
H17 -5.0416 -0.1970 1.6178  0.1189
H18 -5.5897 -1.0159 3.0714  0.1286
H19 -5.0240 -2.8035 1.6118  0.1280
H20 -3.6727 -2.6938 2.7782  0.1269
H21 -1.8050 -3.2511 1.5532  0.0864
H22 -1.7830 -2.8989 -0.1851  0.0830
H23 -3.0085 -4.0178 0.4619  0.0906
C11 0.6333 -7.6033 -3.1553  -0.1093
O5 1.0529 -6.2813 -3.4534  -0.2127
C12 1.5815 -6.1648 -4.7756  -0.1916
C13 1.4451 -4.7270 -5.2800  -0.1709
O6 0.1220 -4.4218 -5.7404  -0.1356
C14 -0.8633 -4.2297 -4.7156  -0.1682
C15 -0.7010 -2.9022 -3.9689  -0.1899
O7 0.3230 -3.0129 -2.9779  -0.2141
C16 0.8471 -1.7493 -2.6034  -0.1151
H24 1.4776 -8.2969 -3.2193  0.0874
H25 0.2369 -7.6160 -2.1365  0.0879
H26 -0.1648 -7.9111 -3.8387  0.0872
H27 1.0558 -6.8438 -5.4598  0.1278
H28 2.6401 -6.4398 -4.7307  0.1243
H29 2.0891 -4.6148 -6.1586  0.1263
H30 1.7868 -3.9982 -4.5430  0.1165
H31 -0.8960 -5.0819 -4.0333  0.1184
H32 -1.8254 -4.2059 -5.2387  0.1268
H33 -1.6350 -2.6507 -3.4524  0.1222
H34 -0.4571 -2.1091 -4.6844  0.1261
H35 1.2991 -1.2520 -3.4677  0.0865
H36 1.6269 -1.9110 -1.8538  0.0866
H37 0.0622 -1.1216 -2.1715  0.0813

3.
Molecular formula: C16H37Cl10N2O2P
Method: DFT, ωB97M-V with the def2-TZVPD basis set

Largest force on an atom, hartree/bohr: 0.0383
Gap between HOMO and LUMO, eV: 8.2966
Highest occupied orbital energy, eV: -7.75
Structure (SMILES): CNCCOC[C@@H](N)P(C)O.ClCCCl.ClCCCl.ClCCCl.ClCCCl.ClCCCl
Net charge: 0

Last column: Löwdin charge in e.
Cartesian coordinates (Å):
C1 -1.0488 1.3878 -1.5705  -0.1258
N1 -0.1751 0.4129 -0.8852  -0.1139
C2 -0.4037 -0.9819 -1.2959  -0.2094
C3 -0.8582 -1.9484 -0.1367  -0.2035
O1 0.1411 -2.2042 0.8592  -0.1806
C4 0.0460 -1.2420 1.9114  -0.2282
C5 1.3925 -0.9984 2.7057  -0.4891
N2 1.6394 -2.0853 3.7073  -0.0105
P1 2.8976 -0.6177 1.6262  0.8983
C6 4.2256 -1.9132 2.0179  -0.3055
O2 2.5846 -0.8507 -0.0306  -0.3707
H1 -1.6951 0.9548 -2.3666  0.0726
H2 -1.7369 1.9251 -0.8616  0.0747
H3 -0.3891 2.1956 -1.9875  0.0620
H4 0.7829 0.6987 -1.0406  0.0525
H5 -1.1629 -1.0983 -2.1104  0.1093
H6 0.5634 -1.3494 -1.7339  0.1135
H7 -1.0939 -2.9291 -0.6288  0.1217
H8 -1.8161 -1.5871 0.3106  0.1252
H9 -0.7094 -1.6613 2.6597  0.1142
H10 -0.3783 -0.2591 1.5954  0.1135
H11 1.2231 -0.0819 3.3290  0.1018
H12 1.5769 -2.9979 3.2675  0.0661
H13 2.5288 -1.9406 4.1722  0.0469
H14 5.1283 -1.7638 1.3747  0.0384
H15 4.5772 -1.7378 3.0669  0.0314
H16 3.8636 -2.9622 1.9021  0.0354
H17 2.6405 -1.7999 -0.2154  0.0386
Cl1 3.1048 2.3823 -2.2264  0.5578
C7 3.1981 4.0406 -2.8687  -0.6509
C8 1.8388 4.5757 -3.2594  -0.7014
Cl2 1.1717 3.7395 -4.6840  0.6003
H18 3.8868 4.0373 -3.7127  0.0694
H19 3.6269 4.6617 -2.0821  0.0754
H20 1.9177 5.6291 -3.5197  0.0422
H21 1.1227 4.4795 -2.4478  0.0313
Cl3 -1.8418 -1.1693 5.6524  0.5420
C9 -2.2458 -2.8878 5.9018  -0.7463
C10 -3.4148 -3.3241 5.0465  -0.6786
Cl4 -4.9471 -2.5784 5.5692  0.5354
H22 -2.4443 -3.0381 6.9608  0.0229
H23 -1.3642 -3.4517 5.6397  -0.0267
H24 -3.5458 -4.4022 5.1239  0.0409
H25 -3.2574 -3.0741 3.9979  0.0653
Cl5 -0.6001 6.4194 -3.1293  0.5955
C11 -0.5745 6.6140 -4.9020  -0.6656
C12 -1.6688 7.5368 -5.3889  -0.6629
Cl6 -3.2872 6.8214 -5.1907  0.5426
H26 -0.6542 5.6267 -5.3503  0.0288
H27 0.4008 7.0281 -5.1614  0.0769
H28 -1.5369 7.7337 -6.4530  0.0736
H29 -1.6533 8.4894 -4.8611  0.0673
Cl7 -1.2900 -5.5937 6.3166  0.6599
C13 -1.4859 -6.6108 7.7687  -0.6201
C14 -2.6055 -6.1215 8.6591  -0.6479
Cl8 -2.2155 -4.5663 9.4345  0.5655
H30 -0.5340 -6.6312 8.2969  0.0711
H31 -1.7046 -7.6208 7.4211  0.0737
H32 -2.7796 -6.8403 9.4598  0.0729
H33 -3.5343 -5.9989 8.1030  0.0718
Cl9 2.3510 1.9313 -8.9857  0.5364
C15 1.2565 1.5296 -7.6384  -0.6764
C16 -0.1356 1.1854 -8.1164  -0.6641
Cl10 -0.9878 2.6027 -8.7785  0.5325
H34 1.2442 2.3729 -6.9511  -0.0043
H35 1.6922 0.6742 -7.1217  0.0755
H36 -0.7316 0.8192 -7.2802  0.0722
H37 -0.1149 0.4138 -8.8846  0.0673